The following is a quantum chemistry calculation of a cluster of 2 separate species, C4H12B2FN2O in total, from OMol25.

Properties
electronic energy	-13443.13286	eV
HOMO-LUMO gap	0.229	Eh

Geometry as ORCA input:
```
! RIJCOSX wB97M-V def2-TZVPD def2/J DEFGRID3
* xyz -1 1
N -2.9063 -0.3116 2.3415
B -2.0603 0.8638 2.7470
O -2.6150 1.7504 3.6999
B -0.5035 1.2012 2.0797
F -0.4949 2.6438 1.6910
H -2.2938 -1.1180 2.3704
H -3.1056 -0.1629 1.3585
H -2.8830 2.5362 3.2165
H -0.2804 0.5044 1.1116
H 0.3685 1.0135 2.9475
C 1.7450 -0.5866 -3.3275
C 2.1176 -0.3912 -1.8623
C 1.2567 -1.2258 -0.9100
C -0.1486 -0.8685 -1.0111
N -1.2607 -0.5952 -1.0207
H 0.7194 -0.2694 -3.5176
H 2.3979 0.0027 -3.9727
H 1.8377 -1.6346 -3.6215
H 2.0202 0.6622 -1.5982
H 3.1650 -0.6635 -1.7148
H 1.5623 -1.0607 0.1243
H 1.3616 -2.2900 -1.1315
*
```

Results of the Mulliken charge analysis, in e, for atoms 1 through 2: number 1, N, carries -0.79; number 2, B, carries -0.25